[1]
{"formula": "C5H10O", "method": "wB97M-V/def2-TZVPD", "symbols": ["C", "C", "C", "C", "C", "O", "H", "H", "H", "H", "H", "H", "H", "H", "H", "H"], "xyz": [[1.441, -0.876, -0.154], [0.393, -0.155, 0.668], [0.279, 1.361, 0.367], [-0.992, 1.072, -0.466], [-1.042, -0.343, 0.120], [-1.280, -1.322, -0.879], [1.332, -1.959, -0.034], [1.317, -0.647, -1.219], [2.450, -0.587, 0.154], [0.489, -0.390, 1.734], [0.090, 1.976, 1.254], [1.125, 1.806, -0.172], [-1.852, 1.724, -0.304], [-0.761, 1.010, -1.534], [-1.766, -0.474, 0.940], [-1.224, -2.198, -0.476]], "largest_force_ha_per_bohr": 0.00858, "multiplicity": 1, "e_homo_ha": -0.364, "total_charge": 0, "energy_ha": -271.7190}

[2]
{"formula": "C3H8N2O2", "method": "wB97M-V/def2-TZVPD", "symbols": ["C", "C", "C", "N", "N", "O", "O", "H", "H", "H", "H", "H", "H", "H", "H"], "xyz": [[0.392, -0.947, -0.952], [-0.540, -1.941, -0.300], [-0.684, 1.250, 1.477], [1.358, 1.275, -0.626], [0.625, 0.191, -0.224], [0.939, -1.125, -2.034], [0.332, 0.259, 1.127], [-1.600, -1.562, -0.296], [-0.539, -2.863, -0.906], [-0.244, -2.137, 0.690], [-1.651, 0.785, 1.529], [-0.679, 1.938, 0.545], [-0.506, 1.789, 2.438], [0.777, 1.995, -1.104], [2.022, 1.093, -1.363]], "largest_force_ha_per_bohr": 0.05570, "multiplicity": 1, "e_homo_ha": -0.335, "total_charge": 0, "energy_ha": -378.9957}

[3]
{"formula": "FH18O9", "method": "wB97M-V/def2-TZVPD", "symbols": ["F", "O", "H", "H", "O", "H", "H", "O", "H", "H", "O", "H", "H", "O", "H", "H", "O", "H", "H", "O", "H", "H", "O", "H", "H", "O", "H", "H"], "xyz": [[-0.242, 0.067, -0.031], [-0.451, 2.389, -1.282], [0.351, 2.382, -1.868], [-0.411, 1.607, -0.778], [2.235, 2.914, 0.059], [2.028, 2.005, 0.124], [1.409, 3.210, 0.410], [1.482, 0.584, 1.866], [1.880, -0.192, 2.374], [0.856, 0.183, 1.228], [-2.885, -0.408, -0.201], [-3.255, 0.411, -0.530], [-1.971, -0.161, -0.098], [-1.122, -2.118, 1.078], [-0.646, -1.478, 0.569], [-1.186, -1.745, 1.949], [1.186, -2.904, -0.503], [0.578, -3.360, 0.057], [0.696, -2.292, -1.036], [-0.544, -1.438, -2.002], [-0.514, -0.773, -1.281], [-1.044, -2.096, -1.649], [-1.456, 1.091, 2.132], [-0.668, 1.550, 2.382], [-1.204, 0.574, 1.377], [1.955, 0.234, -1.341], [1.855, -0.437, -2.094], [1.086, 0.201, -0.910]], "largest_force_ha_per_bohr": 0.08284, "multiplicity": 1, "e_homo_ha": -0.274, "total_charge": -1, "energy_ha": -787.9227}

[4]
{"formula": "C2HN3O2S", "method": "wB97M-V/def2-TZVPD", "symbols": ["C", "C", "N", "N", "N", "O", "O", "S", "H"], "xyz": [[-1.683, -0.940, 1.775], [-0.919, -0.199, 1.178], [0.895, -1.123, -2.070], [1.656, -0.289, -2.142], [-0.339, 0.891, 0.494], [-1.082, 1.467, -0.282], [0.806, 1.185, 0.752], [2.803, 0.641, -2.140], [-2.136, -1.632, 2.435]], "largest_force_ha_per_bohr": 0.12306, "multiplicity": 1, "e_homo_ha": -0.365, "total_charge": 0, "energy_ha": -789.5098}

[5]
{"formula": "C22H17F5N7O5SSeTc", "method": "wB97M-V/def2-TZVPD", "symbols": ["Tc", "N", "C", "N", "C", "N", "N", "C", "C", "C", "C", "C", "C", "N", "C", "C", "C", "C", "C", "C", "H", "H", "H", "H", "H", "H", "H", "H", "H", "H", "H", "O", "Se", "O", "O", "O", "C", "N", "C", "N", "O", "H", "H", "H", "H", "H", "H", "F", "C", "C", "F", "C", "F", "C", "S", "C", "F", "C", "F"], "xyz": [[1.264, 1.659, 0.665], [-1.719, 2.687, 3.575], [-1.069, 2.702, 2.407], [0.176, 2.266, 2.350], [0.839, 1.939, 3.533], [2.067, 1.466, 3.523], [2.434, 1.437, 2.242], [3.735, 1.152, 1.965], [3.972, 0.971, 0.592], [5.142, 0.340, 0.087], [5.094, -0.337, -1.123], [4.097, 0.079, -2.025], [3.098, 0.917, -1.616], [2.987, 1.324, -0.320], [0.243, 2.036, 4.817], [0.875, 1.527, 5.972], [0.126, 1.125, 7.049], [-1.237, 1.518, 7.081], [-1.831, 2.177, 6.002], [-1.138, 2.284, 4.783], [-2.700, 2.972, 3.588], [-1.461, 3.138, 1.500], [4.429, 0.835, 2.776], [5.977, 0.224, 0.779], [5.891, -1.053, -1.397], [4.105, -0.229, -3.061], [2.350, 1.316, -2.327], [1.949, 1.450, 5.962], [0.515, 0.527, 7.856], [-1.896, 1.298, 7.914], [-2.934, 2.386, 6.070], [-3.057, -2.046, 0.404], [-2.038, -3.320, 0.487], [1.081, -1.687, -4.500], [0.507, 0.123, 0.732], [-1.410, -3.713, 1.927], [-2.932, 1.267, -1.426], [-1.597, 1.634, -0.880], [-0.622, 2.124, -1.700], [-0.969, 2.423, -2.963], [0.570, 2.347, -1.300], [-3.432, 0.626, -0.716], [-2.850, 0.703, -2.336], [-3.537, 2.148, -1.488], [-1.270, 1.101, -0.073], [-1.849, 2.054, -3.388], [-0.229, 2.740, -3.588], [-3.256, -6.182, -6.314], [-2.548, -5.322, -5.524], [-1.175, -5.261, -5.679], [-0.533, -6.076, -6.547], [-0.426, -4.238, -5.138], [0.901, -4.223, -5.389], [-1.096, -3.124, -4.557], [-0.396, -1.496, -4.587], [-2.474, -3.326, -4.180], [-3.053, -2.515, -3.225], [-3.162, -4.379, -4.738], [-4.526, -4.513, -4.534]], "largest_force_ha_per_bohr": 0.06517, "multiplicity": 4, "e_homo_ha": [-0.331, -0.386], "total_charge": 1, "energy_ha": -4987.3952}

[6]
{"formula": "C14H17N2O2S", "method": "wB97M-V/def2-TZVPD", "symbols": ["C", "C", "C", "H", "H", "N", "C", "N", "C", "C", "S", "H", "C", "C", "C", "C", "C", "C", "O", "C", "H", "H", "H", "H", "O", "C", "H", "H", "H", "H", "H", "H", "H", "H", "H", "H"], "xyz": [[-5.687, 0.066, 1.920], [-4.474, 0.049, 1.399], [-3.946, -1.089, 0.584], [-4.678, -1.896, 0.528], [-3.010, -1.467, 1.003], [-3.633, -0.635, -0.821], [-2.515, 0.291, -0.868], [-1.327, -0.097, -0.593], [-0.429, 0.920, -0.677], [-1.005, 2.120, -1.037], [-2.698, 1.978, -1.263], [-0.530, 3.066, -1.197], [0.977, 0.701, -0.403], [1.790, 1.758, 0.004], [3.129, 1.588, 0.280], [3.698, 0.321, 0.146], [2.899, -0.749, -0.266], [1.554, -0.584, -0.540], [0.743, -1.581, -0.965], [1.295, -2.867, -1.154], [0.475, -3.489, -1.510], [2.091, -2.856, -1.903], [1.680, -3.278, -0.217], [3.383, -1.707, -0.358], [4.985, 0.019, 0.386], [5.869, 1.039, 0.802], [6.835, 0.555, 0.927], [5.953, 1.826, 0.047], [5.556, 1.474, 1.755], [3.714, 2.433, 0.600], [1.353, 2.736, 0.130], [-3.384, -1.462, -1.381], [-4.465, -0.189, -1.227], [-3.787, 0.867, 1.560], [-6.031, 0.889, 2.520], [-6.380, -0.750, 1.788]], "largest_force_ha_per_bohr": 0.03072, "multiplicity": 1, "e_homo_ha": -0.389, "total_charge": 1, "energy_ha": -1201.5647}